Record 1
Molecular formula: C45H104BO20
Method: DFT, ωB97M-V/def2-TZVPD

Computed properties:
HOMO-LUMO gap   6.48 eV
Charge   -1

XYZ file:
```
170
C45H104BO20 ωB97M-V/def2-TZVPD
C -2.338 1.943 -0.881
C -1.524 1.365 -1.762
B -1.661 1.601 -3.364
O -0.833 0.611 -4.169
C -1.767 -0.313 -4.660
C -1.165 -1.164 -5.758
C -0.066 -2.044 -5.197
O -0.579 -3.376 -4.937
C 0.322 -4.281 -4.523
C -0.321 -5.290 -3.612
O 1.495 -4.242 -4.790
C -2.961 0.565 -4.983
C -4.242 -0.125 -5.419
C -5.478 0.769 -5.304
C -6.147 0.921 -3.909
C -5.994 2.337 -3.313
C -5.698 -0.121 -2.883
O -3.086 1.322 -3.811
H -3.172 2.528 -1.259
H -2.213 1.895 0.197
H -0.720 0.735 -1.367
H -1.329 2.757 -3.670
H -2.067 -0.977 -3.821
H -1.937 -1.786 -6.220
H -0.733 -0.518 -6.526
H 0.250 -1.639 -4.232
H 0.808 -2.115 -5.841
H -0.616 -4.775 -2.697
H -1.195 -5.755 -4.066
H 0.406 -6.065 -3.376
H -2.626 1.232 -5.806
H -4.120 -0.388 -6.475
H -4.389 -1.072 -4.890
H -5.169 1.767 -5.635
H -6.221 0.443 -6.037
H -7.221 0.752 -4.056
H -5.558 3.035 -4.027
H -5.347 2.322 -2.435
H -6.964 2.734 -2.999
H -4.635 -0.014 -2.667
H -5.890 -1.140 -3.233
H -6.278 -0.001 -1.963
C -7.489 -0.235 -8.386
O -6.515 -1.219 -8.100
C -7.002 -2.544 -8.158
C -6.622 -3.232 -9.452
O -7.226 -2.628 -10.584
C -6.369 -1.739 -11.275
H -6.967 0.710 -8.530
H -8.052 -0.477 -9.292
H -8.186 -0.123 -7.548
H -8.090 -2.562 -8.032
H -6.556 -3.097 -7.325
H -6.960 -4.272 -9.413
H -5.531 -3.234 -9.557
H -5.605 -2.288 -11.838
H -5.874 -1.044 -10.593
H -6.984 -1.177 -11.975
C -10.002 -4.472 0.097
O -9.565 -3.765 1.240
C -8.156 -3.611 1.308
C -7.699 -2.252 0.824
O -7.967 -2.062 -0.551
C -9.101 -1.263 -0.818
H -11.082 -4.346 0.032
H -9.541 -4.088 -0.816
H -9.777 -5.541 0.185
H -7.659 -4.393 0.723
H -7.862 -3.732 2.355
H -6.617 -2.175 0.964
H -8.173 -1.465 1.422
H -8.895 -0.208 -0.607
H -9.968 -1.583 -0.235
H -9.322 -1.366 -1.880
C 0.512 -2.489 -0.557
O 0.494 -3.853 -0.159
C 1.766 -4.474 -0.174
C 2.382 -4.581 1.205
O 2.678 -3.309 1.750
C 1.696 -2.821 2.646
H -0.460 -2.066 -0.311
H 1.292 -1.929 -0.035
H 0.671 -2.397 -1.636
H 2.447 -3.932 -0.838
H 1.632 -5.482 -0.581
H 3.322 -5.136 1.131
H 1.708 -5.137 1.868
H 1.753 -3.342 3.610
H 0.689 -2.932 2.239
H 1.894 -1.765 2.809
C -0.363 1.795 6.903
O 0.249 0.695 7.553
C -0.210 -0.567 7.101
C 0.745 -1.193 6.106
O 0.833 -0.439 4.913
C 1.990 0.374 4.833
H 0.226 2.680 7.141
H -0.385 1.661 5.819
H -1.386 1.946 7.265
H -1.204 -0.473 6.651
H -0.294 -1.222 7.974
H 0.371 -2.189 5.845
H 1.737 -1.309 6.557
H 2.883 -0.232 4.643
H 2.147 0.945 5.752
H 1.842 1.060 4.000
C 6.405 -0.662 9.856
O 6.466 0.629 9.285
C 6.503 0.624 7.866
C 5.147 0.902 7.256
O 4.208 -0.117 7.545
C 3.308 0.210 8.591
H 6.167 -0.539 10.911
H 5.633 -1.276 9.384
H 7.369 -1.177 9.770
H 6.885 -0.337 7.501
H 7.201 1.406 7.553
H 5.259 0.949 6.167
H 4.778 1.874 7.600
H 2.570 0.944 8.259
H 3.832 0.582 9.475
H 2.781 -0.707 8.851
C 13.051 1.892 5.928
O 12.704 0.755 6.694
C 11.929 1.052 7.841
C 10.454 0.797 7.620
O 9.902 1.662 6.643
C 9.750 1.060 5.371
H 13.447 1.534 4.979
H 12.183 2.529 5.736
H 13.822 2.485 6.431
H 12.080 2.093 8.146
H 12.279 0.407 8.653
H 9.921 0.979 8.560
H 10.295 -0.250 7.340
H 8.907 0.359 5.367
H 10.654 0.530 5.065
H 9.544 1.858 4.658
C 2.019 1.403 -3.268
O 2.845 1.828 -2.186
C 4.228 1.679 -2.409
C 4.884 2.992 -2.789
O 4.434 3.483 -4.038
C 3.401 4.445 -3.934
H 1.015 1.776 -3.094
H 2.386 1.791 -4.221
H 1.974 0.311 -3.315
H 4.419 0.928 -3.184
H 4.683 1.324 -1.476
H 5.966 2.842 -2.868
H 4.700 3.729 -1.998
H 3.793 5.402 -3.569
H 2.602 4.109 -3.270
H 2.990 4.587 -4.932
C -0.394 6.114 -0.071
O -0.409 4.714 0.077
C 0.683 4.056 -0.552
C 1.748 3.672 0.448
O 2.363 4.803 1.065
C 1.834 5.103 2.337
H -1.134 6.523 0.618
H 0.587 6.541 0.164
H -0.671 6.406 -1.091
H 1.109 4.691 -1.336
H 0.293 3.148 -1.015
H 2.525 3.113 -0.074
H 1.311 3.021 1.213
H 2.165 4.372 3.087
H 0.741 5.122 2.326
H 2.205 6.087 2.623
```

---

Record 2
Molecular formula: C45H105N2O11
Method: DFT, ωB97M-V/def2-TZVPD

Computed properties:
HOMO-LUMO gap   7.60 eV
Charge   +1

XYZ file:
```
163
C45H105N2O11 ωB97M-V/def2-TZVPD
C -0.151 3.456 5.666
C -0.986 2.735 4.432
C -2.348 3.430 3.764
C -3.224 2.682 2.552
C -2.781 1.205 1.904
C -3.731 0.571 0.734
C -4.693 1.703 -0.035
C -2.950 -0.229 -0.461
C -1.420 0.538 2.540
O -0.905 -0.743 2.035
C 0.555 -0.743 1.869
C 1.161 0.480 0.963
C 0.307 0.845 -0.385
N 0.986 1.898 -1.283
C 2.258 2.463 -0.691
C 3.264 1.274 -0.182
N 2.578 0.099 0.489
C -0.565 1.268 3.779
H -0.347 2.979 6.717
H 0.994 3.412 5.337
H -0.442 4.610 5.634
H -2.655 4.488 4.206
H -4.185 3.279 2.206
H -4.488 -0.175 1.251
H -5.412 2.167 0.769
H -3.960 2.563 -0.414
H -5.287 1.221 -0.921
H -2.311 -1.148 -0.120
H -3.800 -0.674 -1.172
H -2.355 0.534 -1.157
H 0.821 -1.750 1.286
H 1.155 -0.833 2.898
H 1.311 1.401 1.707
H -0.696 1.374 -0.019
H 0.025 -0.118 -0.987
H 1.177 1.472 -2.217
H 0.327 2.722 -1.431
H 2.837 3.160 -1.463
H 1.950 3.183 0.199
H 4.076 1.738 0.532
H 3.786 0.838 -1.162
H 2.476 -0.723 -0.160
H 0.396 0.738 4.231
C 3.663 5.842 2.416
C 2.705 5.912 1.237
C 2.012 7.263 1.166
O 1.726 4.885 1.363
H 3.129 5.976 3.363
H 4.145 4.860 2.461
H 4.439 6.610 2.340
H 3.253 5.730 0.306
H 1.419 7.448 2.069
H 1.317 7.295 0.320
H 2.738 8.074 1.053
H 1.234 5.038 2.186
C 6.642 -0.558 -1.853
C 5.996 -1.316 -3.003
C 6.900 -1.344 -4.225
O 4.761 -0.692 -3.344
H 6.836 0.484 -2.130
H 5.975 -0.535 -0.985
H 7.588 -1.023 -1.557
H 5.771 -2.340 -2.688
H 7.103 -0.329 -4.586
H 6.417 -1.881 -5.048
H 7.854 -1.832 -3.999
H 4.951 0.218 -3.625
C -6.781 1.513 4.421
C -7.450 1.676 3.066
C -8.965 1.620 3.186
O -7.007 0.640 2.193
H -7.029 0.543 4.867
H -5.691 1.543 4.317
H -7.089 2.304 5.111
H -7.152 2.631 2.620
H -9.291 0.654 3.588
H -9.433 1.726 2.202
H -9.339 2.414 3.839
H -7.268 -0.212 2.581
C 1.134 -5.915 -0.954
C 0.936 -4.581 -0.251
C -0.529 -4.174 -0.236
O 1.698 -3.578 -0.918
H 0.808 -5.859 -1.999
H 2.194 -6.189 -0.968
H 0.573 -6.711 -0.455
H 1.310 -4.648 0.776
H -0.913 -4.057 -1.255
H -0.654 -3.207 0.262
H -1.140 -4.919 0.284
H 1.373 -3.512 -1.831
C -5.730 -3.691 1.183
C -6.303 -3.394 2.560
C -5.357 -2.530 3.379
O -6.539 -4.620 3.247
H -4.785 -4.240 1.262
H -6.416 -4.323 0.609
H -5.552 -2.768 0.622
H -7.268 -2.886 2.455
H -4.399 -3.038 3.536
H -5.777 -2.335 4.372
H -5.168 -1.573 2.884
H -5.687 -5.078 3.345
C -5.378 -0.091 -4.357
C -5.954 -1.356 -3.739
C -7.455 -1.448 -3.962
O -5.682 -1.363 -2.340
H -5.822 0.803 -3.906
H -4.299 -0.032 -4.179
H -5.557 -0.063 -5.437
H -5.463 -2.234 -4.173
H -7.973 -0.601 -3.496
H -7.857 -2.356 -3.501
H -7.696 -1.460 -5.029
H -6.114 -0.586 -1.947
C -1.169 -9.216 -3.960
C -1.366 -7.883 -3.257
C -2.831 -7.476 -3.242
O -0.604 -6.880 -3.924
H -1.494 -9.160 -5.005
H -0.108 -9.490 -3.974
H -1.730 -10.012 -3.462
H -0.992 -7.949 -2.230
H -3.216 -7.358 -4.262
H -2.957 -6.509 -2.744
H -3.442 -8.220 -2.722
H -0.930 -6.813 -4.837
C 6.162 8.553 -2.254
C 5.589 8.850 -0.878
C 6.534 9.714 -0.058
O 5.353 7.624 -0.190
H 7.107 8.004 -2.176
H 5.476 7.921 -2.828
H 6.340 9.476 -2.815
H 4.624 9.358 -0.982
H 7.493 9.206 0.098
H 6.115 9.909 0.934
H 6.724 10.671 -0.553
H 6.204 7.166 -0.093
C 8.677 10.892 4.630
C 7.324 10.536 4.036
C 7.049 9.044 4.137
O 7.291 10.930 2.666
H 9.486 10.383 4.095
H 8.866 11.967 4.539
H 8.729 10.616 5.688
H 6.535 11.091 4.556
H 7.801 8.469 3.585
H 6.078 8.800 3.694
H 7.053 8.712 5.180
H 7.987 10.442 2.197
C 1.333 -13.480 -3.296
C -0.068 -13.159 -3.792
C -0.713 -14.368 -4.449
O -0.002 -12.090 -4.732
H 1.985 -13.777 -4.126
H 1.791 -12.598 -2.836
H 1.316 -14.289 -2.559
H -0.686 -12.822 -2.954
H -0.135 -14.697 -5.320
H -1.716 -14.119 -4.812
H -0.793 -15.204 -3.747
H 0.545 -12.380 -5.480
```

---

Question: Look up the charge of the first one.
Answer: -1

---

Question: The lowest charge belongs to which entry?
Answer: C45H104BO20

---

Question: Among the records above, which one has the lowest charge?
Answer: C45H104BO20